Record 1
{"formula": "C22H28N2O10P3", "method": "ωB97M-V/def2-TZVPD", "elements": ["C", "P", "O", "C", "C", "N", "N", "P", "O", "C", "P", "C", "O", "C", "C", "O", "C", "O", "C", "C", "O", "H", "H", "H", "H", "H", "H", "H", "H", "H", "H", "H", "H", "H", "H", "H", "H", "H", "H", "H", "H", "C", "C", "C", "O", "C", "C", "C", "O", "H", "H", "H", "H", "C", "C", "C", "O", "C", "C", "C", "O", "H", "H", "H", "H"], "coordinates": [[1.97775, -2.43446, -0.04987], [2.03230, -1.28346, -1.58558], [3.69006, -0.97632, -1.81926], [1.06118, 0.25962, -1.13047], [-0.45110, 0.44806, -1.38260], [-1.31060, 1.50130, -1.11277], [-0.79054, 2.55513, -0.48854], [-1.87423, 3.94043, -0.09598], [-1.59484, 4.99097, -1.19396], [0.58183, 2.57310, -0.13878], [1.13956, 4.15198, 0.81262], [1.45440, 3.64795, 2.62154], [2.62163, 4.73605, 0.21327], [1.66571, 1.52975, -0.40184], [3.20069, 1.62083, -0.02748], [4.10578, 1.80047, -1.12282], [3.55430, 2.53525, -2.21265], [2.93421, 1.67742, -3.22652], [2.79259, 2.57646, -4.37676], [1.64239, 2.12772, -5.38557], [2.16021, 1.35401, -6.51088], [1.77766, -1.87374, 0.91785], [2.97991, -2.98776, 0.07665], [1.19919, -3.26844, -0.19910], [4.19058, -1.81988, -1.83937], [-0.95104, -0.45318, -1.88751], [-3.22620, 3.46380, -0.10782], [-1.63202, 4.45328, 1.22472], [0.50867, 3.97182, 3.18852], [2.32250, 4.22553, 3.09501], [1.54959, 2.52185, 2.74990], [2.45205, 5.49745, -0.39285], [3.48265, 0.62430, 0.47743], [3.42930, 2.42412, 0.76090], [4.45027, 3.01904, -2.75495], [2.86688, 3.39644, -1.92954], [2.56535, 3.65347, -4.06102], [3.79194, 2.59377, -4.93477], [0.78934, 1.56498, -4.87609], [1.20925, 3.08500, -5.85639], [3.08627, 1.10059, -6.32735], [-5.07802, -4.13421, -0.29745], [-3.77240, -4.39002, -0.20719], [-2.77908, -3.29698, -0.16324], [-1.58413, -3.52902, -0.08291], [-3.28691, -1.91111, -0.22136], [-4.59139, -1.65383, -0.31195], [-5.58659, -2.74643, -0.35589], [-6.77571, -2.51336, -0.43627], [-5.82002, -4.92201, -0.33158], [-3.38301, -5.39964, -0.16289], [-2.54434, -1.12478, -0.18678], [-4.97979, -0.64398, -0.35655], [-2.09853, -1.98218, 4.91875], [-1.59831, -2.75230, 5.88552], [-0.89994, -4.01801, 5.57362], [-0.44562, -4.72103, 6.45362], [-0.77664, -4.39526, 4.14899], [-1.27705, -3.62484, 3.18208], [-1.97525, -2.35937, 3.49447], [-2.43212, -1.65170, 2.61194], [-2.61338, -1.05299, 5.12909], [-1.67939, -2.49038, 6.93317], [-0.26188, -5.32448, 3.93882], [-1.19589, -3.88677, 2.13472]], "forces_ev_per_a": [[-0.017, -0.393, 0.852], [0.254, -1.521, -1.040], [-1.427, 0.088, 0.945], [-0.309, 4.713, 3.070], [0.684, -0.567, -0.239], [2.389, -2.420, -0.273], [3.417, -1.620, 1.178], [0.271, 4.412, -3.483], [-0.831, -2.833, 2.940], [2.931, -0.909, 0.369], [-0.289, 1.760, 0.222], [-0.240, -0.517, 0.279], [-1.286, -0.853, 0.021], [-4.494, -1.416, -2.187], [-0.066, -0.314, 1.406], [-2.116, 0.577, -0.672], [1.737, 0.488, -1.326], [0.004, 2.077, 0.512], [-0.528, -0.116, -0.906], [0.408, 0.637, -0.408], [0.121, 0.313, 1.265], [0.173, -0.779, -1.163], [-1.326, 1.103, -0.460], [0.930, 1.579, 0.108], [-0.554, 0.541, 0.054], [0.599, 1.696, 0.760], [0.959, -0.514, 0.080], [-0.001, -1.030, -0.537], [1.320, -0.440, -0.938], [-1.099, -0.921, -0.962], [0.179, 1.460, -0.021], [-0.035, -0.777, 0.724], [-0.517, 1.340, -0.921], [-0.748, -0.945, -1.172], [-1.102, -0.682, 1.103], [0.512, -1.294, 0.045], [0.257, -1.457, -0.139], [-1.256, 0.064, 0.656], [1.272, 0.655, -0.488], [0.558, -1.400, 0.814], [-0.793, 0.146, -0.052], [0.245, -0.250, 0.030], [-0.203, -0.092, 0.027], [0.183, -0.037, -0.002], [-0.100, 0.095, -0.099], [-0.248, 0.166, -0.124], [0.359, 0.150, -0.027], [-0.517, 0.092, -0.015], [0.335, -0.048, 0.022], [-0.021, 0.040, -0.005], [0.026, 0.024, -0.008], [-0.019, -0.042, 0.092], [-0.048, -0.038, 0.001], [0.038, -0.007, 0.240], [-0.172, 0.314, -0.064], [0.189, -0.337, 0.377], [-0.110, 0.208, -0.240], [-0.047, 0.066, -0.318], [0.138, -0.230, 0.031], [-0.114, 0.118, -0.125], [0.149, -0.086, 0.157], [-0.018, -0.012, -0.029], [0.016, -0.048, -0.004], [-0.007, -0.004, 0.046], [0.003, 0.028, 0.017]], "orbital_gap_ev": 6.3, "energy_ev": -74574.5591, "max_force_ev_per_a": 5.6, "total_charge": 1, "de_lowest_kcal_mol": 0.00, "lumo_energy_ev": -5.4}


Record 2
{"formula": "C22H28N2O3S", "method": "ωB97M-V/def2-TZVPD", "elements": ["C", "C", "C", "N", "C", "C", "C", "S", "O", "O", "C", "C", "C", "C", "C", "O", "N", "C", "C", "C", "C", "C", "C", "C", "C", "C", "C", "C", "H", "H", "H", "H", "H", "H", "H", "H", "H", "H", "H", "H", "H", "H", "H", "H", "H", "H", "H", "H", "H", "H", "H", "H", "H", "H", "H", "H"], "coordinates": [[2.50360, 5.35456, -1.24814], [2.91228, 4.21921, -2.18045], [2.11500, 2.92611, -1.95438], [2.78609, 1.95881, -1.11615], [2.90306, 2.20693, 0.30472], [4.26889, 2.78321, 0.69341], [5.40076, 1.86009, 0.26346], [2.50213, 0.37031, -1.52870], [3.34868, -0.46043, -0.72572], [2.58878, 0.26740, -2.95562], [0.79909, 0.06999, -1.03567], [-0.23109, 0.47647, -1.86242], [-1.54049, 0.30052, -1.45139], [-1.81317, -0.30582, -0.22901], [-3.23587, -0.41358, 0.22167], [-3.97432, 0.55486, 0.20088], [-3.64481, -1.60853, 0.72688], [-4.93693, -1.59513, 1.41125], [-5.17748, -2.85969, 2.22504], [-3.86283, -3.32211, 2.85577], [-2.95539, -3.68489, 1.72052], [-2.22863, -4.86146, 1.66704], [-1.47048, -5.17121, 0.55066], [-1.47336, -4.31963, -0.54101], [-2.20683, -3.14789, -0.51052], [-2.92353, -2.80753, 0.63219], [-0.76595, -0.70171, 0.59851], [0.54233, -0.51029, 0.19245], [3.10496, 6.23859, -1.44835], [2.63421, 5.08218, -0.20464], [1.45807, 5.61268, -1.40481], [3.97299, 3.99562, -2.06979], [2.75160, 4.54598, -3.20927], [1.98913, 2.41659, -2.91020], [1.12098, 3.17056, -1.54854], [2.09325, 2.86799, 0.63834], [2.79041, 1.24327, 0.80538], [4.28159, 2.91094, 1.77852], [4.40701, 3.76389, 0.23860], [5.28013, 0.87671, 0.70948], [5.38798, 1.73388, -0.81579], [6.36279, 2.27044, 0.56205], [0.00181, 0.90801, -2.82251], [-2.36243, 0.62260, -2.07295], [-4.94476, -0.71204, 2.05904], [-5.72761, -1.45525, 0.66590], [-5.55467, -3.65740, 1.58159], [-5.92906, -2.65384, 2.98727], [-3.43589, -2.50773, 3.44824], [-4.02109, -4.17731, 3.51302], [-2.25534, -5.53709, 2.50968], [-0.89614, -6.08435, 0.52450], [-0.91094, -4.57106, -1.42694], [-2.22822, -2.50158, -1.37396], [-0.97257, -1.15426, 1.55676], [1.37226, -0.82658, 0.80415]], "forces_ev_per_a": [[0.133, -0.097, -0.178], [-0.183, -0.018, 0.175], [-0.116, 0.318, -0.560], [-0.036, -1.130, -0.339], [0.217, 0.177, 0.613], [-0.079, -0.247, -0.105], [-0.073, 0.171, 0.105], [-0.076, 0.039, -0.089], [-0.134, 0.130, 0.300], [-0.265, 0.175, -0.004], [0.647, 0.068, -0.160], [-0.065, 0.035, -0.170], [-0.058, -0.077, 0.164], [0.302, 0.384, -0.025], [0.100, 0.133, -0.005], [0.006, 0.029, -0.120], [-0.194, 0.074, 0.195], [-0.476, 0.173, 0.095], [0.132, 0.056, 0.041], [-0.136, -0.058, -0.091], [0.015, 0.181, 0.017], [0.036, 0.035, -0.068], [0.046, -0.080, 0.003], [0.037, 0.002, -0.016], [-0.186, -0.123, 0.014], [0.333, -0.648, -0.128], [-0.062, 0.172, -0.134], [0.082, -0.068, 0.181], [0.009, 0.120, 0.057], [-0.005, 0.017, 0.165], [-0.097, 0.050, 0.035], [0.063, -0.016, -0.098], [0.057, -0.043, -0.023], [-0.136, 0.249, 0.005], [0.032, -0.037, -0.028], [-0.010, -0.095, -0.063], [-0.030, 0.168, 0.211], [-0.031, 0.093, -0.001], [-0.043, 0.109, 0.054], [0.054, -0.132, 0.037], [0.093, -0.045, -0.093], [0.101, -0.010, -0.010], [-0.046, 0.056, -0.139], [-0.060, 0.047, -0.054], [-0.049, -0.125, -0.096], [0.045, 0.054, 0.133], [-0.033, -0.014, 0.053], [-0.059, 0.024, -0.061], [0.003, 0.019, 0.071], [0.064, 0.024, 0.024], [-0.021, -0.068, 0.091], [0.051, -0.092, -0.011], [0.060, -0.021, -0.086], [0.002, 0.009, -0.068], [-0.015, -0.087, 0.065], [0.053, -0.056, 0.121]], "orbital_gap_ev": 9.0, "energy_ev": -43226.8676, "max_force_ev_per_a": 1.2, "de_lowest_kcal_mol": 18.78, "lumo_energy_ev": 0.3, "smiles": "CCCN(CCC)S(=O)(=O)c1ccc(C(=O)N2CCCc3ccccc32)cc1"}


Record 3
{"formula": "C22H28N2O5", "method": "ωB97M-V/def2-TZVPD", "elements": ["C", "C", "C", "C", "C", "C", "O", "O", "C", "C", "C", "C", "C", "C", "O", "C", "C", "O", "N", "C", "C", "C", "N", "C", "C", "C", "C", "O", "C", "H", "H", "H", "H", "H", "H", "H", "H", "H", "H", "H", "H", "H", "H", "H", "H", "H", "H", "H", "H", "H", "H", "H", "H", "H", "H", "H", "H"], "coordinates": [[-0.91316, -2.84027, -0.45027], [0.42982, -2.14448, -0.62308], [1.27650, -2.22608, 0.65461], [2.63092, -1.64225, 0.39435], [3.66737, -2.48524, 0.16706], [4.97982, -2.04638, -0.23926], [5.93752, -2.75790, -0.42634], [5.11942, -0.70283, -0.46134], [4.12164, 0.17561, -0.22286], [4.42344, 1.50815, -0.48895], [3.47567, 2.48745, -0.27781], [3.76493, 3.92507, -0.57130], [2.23790, 2.12663, 0.25115], [1.92858, 0.81144, 0.54666], [0.76076, 0.44522, 1.14217], [-0.14399, 1.43957, 1.57701], [-0.96687, 2.00075, 0.40519], [-0.84628, 3.13799, -0.00502], [-1.78122, 1.07923, -0.12920], [-2.67501, 1.38162, -1.22179], [-3.96003, 2.07974, -0.75717], [-4.66218, 1.32999, 0.38078], [-4.99270, -0.03379, 0.05586], [-6.11832, -0.38236, -0.78093], [-6.29714, -1.88473, -0.53292], [-4.90464, -2.34574, -0.10349], [-4.25422, -1.08856, 0.43918], [-3.22766, -1.02382, 1.09312], [2.85916, -0.22175, 0.25794], [-1.48250, -2.79103, -1.37691], [-0.77032, -3.88806, -0.19447], [-1.49280, -2.36960, 0.33967], [0.98178, -2.61391, -1.44184], [0.27041, -1.09724, -0.88459], [0.76718, -1.70347, 1.46050], [1.39110, -3.27496, 0.93483], [3.54853, -3.55395, 0.25481], [5.40515, 1.74280, -0.86737], [2.87964, 4.42014, -0.96324], [4.57688, 4.01960, -1.28701], [4.05693, 4.43830, 0.34508], [1.51026, 2.90602, 0.40733], [0.37002, 2.25414, 2.09798], [-0.81078, 0.92461, 2.27511], [-1.95285, 0.21439, 0.37677], [-2.90948, 0.44410, -1.73119], [-2.14855, 2.04359, -1.91412], [-4.63177, 2.18509, -1.61040], [-3.70517, 3.07649, -0.39621], [-4.00639, 1.29697, 1.25495], [-5.58162, 1.85803, 0.65231], [-6.99823, 0.20086, -0.49823], [-5.89029, -0.17449, -1.83417], [-6.66028, -2.40500, -1.41633], [-7.00859, -2.04513, 0.27742], [-4.91458, -3.13393, 0.64640], [-4.30921, -2.69635, -0.94918]], "forces_ev_per_a": [[0.179, 0.147, -0.029], [-0.089, -0.147, 0.116], [-0.106, -0.044, -0.143], [0.408, -0.549, 0.107], [-0.440, 0.207, 0.124], [0.402, -0.521, -0.081], [-0.301, 0.315, 0.061], [0.204, 0.027, -0.081], [-0.708, 0.491, 0.204], [0.008, -0.097, -0.004], [0.111, -0.421, 0.015], [0.028, 0.014, 0.055], [-0.287, 0.009, 0.118], [0.457, 0.145, -0.150], [0.154, -0.211, -0.042], [-0.100, 0.314, 0.048], [0.321, -0.368, 0.323], [-0.043, 0.444, -0.073], [-0.134, -0.300, -0.055], [-0.129, 0.310, -0.062], [0.110, -0.267, 0.143], [0.221, 0.360, -0.042], [-0.253, 0.113, 0.056], [-0.199, -0.020, -0.260], [0.032, -0.027, -0.048], [-0.064, -0.060, 0.018], [-0.174, -0.288, -0.062], [0.344, -0.099, 0.348], [0.246, 0.322, -0.108], [-0.134, -0.031, -0.069], [-0.022, -0.147, 0.016], [-0.100, -0.024, 0.052], [0.045, 0.079, -0.009], [0.044, 0.038, -0.064], [0.014, -0.136, 0.014], [0.033, -0.001, 0.013], [-0.018, -0.069, 0.006], [0.130, 0.035, -0.076], [-0.030, 0.077, -0.044], [0.048, 0.060, -0.054], [0.022, 0.090, 0.024], [-0.145, 0.053, 0.031], [-0.087, -0.087, -0.118], [0.071, 0.079, -0.049], [0.039, 0.133, -0.015], [0.039, 0.044, -0.032], [-0.068, -0.159, -0.022], [-0.039, 0.079, -0.051], [-0.035, 0.065, -0.047], [-0.122, 0.026, -0.053], [0.071, -0.065, 0.048], [0.048, -0.011, -0.049], [-0.086, 0.019, 0.044], [-0.055, 0.011, 0.021], [-0.008, 0.020, -0.021], [0.090, 0.028, 0.003], [0.057, -0.008, 0.008]], "orbital_gap_ev": 8.7, "energy_ev": -36487.8885, "max_force_ev_per_a": 0.9, "de_lowest_kcal_mol": 11.55, "lumo_energy_ev": 0.5, "smiles": "CCCc1cc(=O)oc2cc(C)cc(OCC(=O)NCCCN3CCCC3=O)c12"}